<a>
This record from the OMol25 dataset describes the molecule C18H27NO3. The level of theory is the ωB97M-V functional and the def2-TZVPD basis.

Output
* lowest unoccupied orbital energy: 0.8 eV
* Kohn-Sham gap: 8.942 eV
* SMILES: CC#C[C@@](O)(C(=O)OC1CCN(C)CC1)[C@@H]1C[C@H]2CC[C@@H]1C2
* highest occupied orbital energy: -8.18 eV

Each line ends with the Löwdin charge.
CARTESIAN COORDINATES (ANGSTROEM)
O -2.68744 -0.29662 0.34734  0.09
C -0.84147 3.80849 -0.04881  -0.01
C -1.08343 2.77444 0.57242  0.04
O -2.60034 1.77374 2.11754  0.02
O -0.82468 0.33942 -0.90362  0.00
C -1.68373 0.42527 0.20337  -0.29
N 0.26591 -2.69791 -3.52782  -0.23
C -0.64341 5.13108 -0.67135  -0.09
C 1.69974 -2.91579 -3.28246  -0.09
C -1.42128 1.55972 1.27606  -0.36
C -0.61273 -3.10459 -2.39169  -0.17
C -0.09161 -1.39644 -4.15532  -0.17
C -0.65110 -2.00811 -1.32958  -0.13
C -0.12570 -0.29933 -3.09808  -0.12
C 1.91509 0.19422 3.82198  -0.15
C 1.20769 1.18488 1.63058  -0.09
C 0.47015 0.06332 4.29254  -0.14
C 0.71217 -1.05823 2.20026  -0.13
C -1.06160 -0.64246 -1.92593  -0.28
C 1.82796 -0.07869 2.29732  -0.29
C -0.21514 1.20077 2.19022  -0.18
C -0.26531 -0.18633 2.94425  -0.23
H -3.35686 1.47369 1.57387  0.10
H -0.11931 5.09704 -1.60371  0.07
H -1.64222 5.56302 -0.78230  0.08
H -0.11617 5.79343 -0.00548  0.07
H 1.90159 -3.96785 -3.00856  0.09
H 2.26934 -2.67534 -4.18310  0.08
H 2.02418 -2.24286 -2.49561  0.06
H -1.64793 -3.25032 -2.72372  0.12
H -0.30046 -4.08758 -1.99091  0.12
H 0.62448 -1.17390 -4.97153  0.12
H -1.09962 -1.54905 -4.59116  0.12
H -1.36743 -2.31336 -0.56418  0.12
H 0.35856 -1.91454 -0.92278  0.11
H 0.86311 -0.13241 -2.68908  0.11
H -0.41594 0.65785 -3.55390  0.12
H 2.54144 -0.57590 4.30083  0.11
H 2.33387 1.18510 4.03875  0.11
H 1.18039 1.01022 0.55948  0.11
H 1.78656 2.11619 1.81459  0.13
H 0.34457 -0.77033 4.99364  0.11
H 0.12869 0.96989 4.75812  0.10
H 0.42464 -1.30187 1.18551  0.10
H 0.89833 -2.00217 2.72604  0.13
H -2.11854 -0.62666 -2.23857  0.16
H 2.77002 -0.44206 1.80781  0.15
H -0.27731 1.97951 2.94170  0.14
H -1.27767 -0.59062 3.06500  0.15

---

<b>
This record from the OMol25 dataset describes the molecule C18H27NO3. The level of theory is the ωB97M-V functional and the def2-TZVPD basis.

Output
* lowest unoccupied orbital energy: 0.8 eV
* Kohn-Sham gap: 9.006 eV
* SMILES: COc1cc(CNC(=O)CCCC/C=C/C(C)C)ccc1O
* highest occupied orbital energy: -8.19 eV

Each line ends with the Löwdin charge.
CARTESIAN COORDINATES (ANGSTROEM)
C 2.87154 0.04383 0.43214  -0.07
H 2.06610 -0.67657 0.60126  0.08
O 2.35822 1.32528 0.16248  -0.10
C 1.53176 1.46774 -0.92694  -0.19
C 1.21067 0.47118 -1.82734  0.03
C 0.35791 0.73405 -2.89803  -0.21
C -0.17515 2.00082 -3.05217  -0.05
C 0.15130 3.01169 -2.16198  0.00
C 1.00290 2.75970 -1.10180  -0.25
O 1.32659 3.75688 -0.23798  0.07
H 1.92657 3.39101 0.42659  0.10
H -0.24605 4.00721 -2.27650  0.12
H -0.83976 2.21184 -3.87650  0.11
C 0.01938 -0.39174 -3.84120  -0.13
N -0.72823 -1.43961 -3.17141  0.07
C -0.14092 -2.57180 -2.72136  -0.52
O 1.02481 -2.83662 -2.93329  0.06
C -1.05646 -3.48815 -1.92861  -0.11
C -0.71157 -3.40435 -0.43750  -0.20
C -1.04408 -2.04196 0.16673  -0.21
H -2.10746 -1.82952 0.02567  0.12
C -0.72172 -2.00066 1.66339  -0.21
C -1.06573 -0.67454 2.26615  -0.11
C -0.20643 0.09867 2.90713  -0.09
C -0.47835 1.43438 3.53916  -0.43
C 0.35206 2.50525 2.82432  -0.07
H 0.00417 2.61715 1.80028  0.07
H 1.40391 2.22787 2.80826  0.07
H 0.25399 3.46424 3.32814  0.08
C -1.95177 1.82810 3.54360  -0.09
H -2.07989 2.77479 4.06398  0.08
H -2.31875 1.94752 2.52684  0.08
H -2.55120 1.07475 4.04939  0.08
H -0.13350 1.37607 4.58052  0.14
H 0.82219 -0.22940 3.00726  0.11
H -2.09781 -0.37775 2.14584  0.11
H 0.33734 -2.21960 1.81797  0.11
H -1.29963 -2.78236 2.16716  0.12
H -0.47859 -1.25793 -0.34304  0.10
H -1.26337 -4.17957 0.09972  0.11
H 0.35458 -3.60828 -0.31810  0.12
H -0.88360 -4.50855 -2.27405  0.12
H -2.10463 -3.23234 -2.09115  0.11
H -1.66042 -1.20977 -2.86654  0.14
H 0.93488 -0.86326 -4.20973  0.13
H -0.56467 -0.02196 -4.68801  0.12
H 1.62197 -0.52107 -1.73057  0.11
H 3.51280 -0.31059 -0.38021  0.10
H 3.46412 0.14793 1.34001  0.10

---

Which of them is least stable? Easy: <a>.

---

<a>
This record from the OMol25 dataset describes a cluster of 3 separate species, C4H13NO2 in total. The level of theory is the ωB97M-V functional and the def2-TZVPD basis.

Output
* multiplicity: 2
* lowest unoccupied orbital energy (alpha / beta): 4.0 / 3.9 eV
* Kohn-Sham gap (alpha / beta): 2.894 / 9.224 eV
* charge: -1
* highest occupied orbital energy (alpha / beta): 1.12 / -5.35 eV

Each line ends with the Löwdin charge.
CARTESIAN COORDINATES (ANGSTROEM)
N 0.71946 0.25546 1.41341  -0.10
C 0.08595 1.58629 1.28115  -0.30
C -1.02679 1.30810 0.24652  -0.22
C -1.51171 -0.09500 0.55888  -0.23
C -0.35293 -0.72799 1.31222  -0.41
H 1.24449 0.14270 2.27497  0.02
H 0.87034 2.26671 0.95924  0.08
H -0.44135 1.99299 2.18593  0.09
H -0.57640 1.32741 -0.75505  0.10
H -1.85171 1.99280 0.41953  0.09
H -1.77966 -0.65421 -0.34447  0.08
H -2.38699 -0.12569 1.22119  0.09
H -0.03024 -1.70472 0.94162  0.04
H -0.66918 -1.15785 2.28351  0.06
H 1.83134 -0.29062 -0.35145  -0.01
H 2.71583 -1.34037 -0.87539  -0.01
O 2.06764 -0.69656 -1.21545  -0.23
H 0.30891 -0.95408 -2.28954  -0.03
H -0.80714 -1.91149 -2.76665  0.00
O -0.41916 -1.04962 -2.92000  -0.12

---

<b>
This record from the OMol25 dataset describes a cluster of 3 separate species, C4H13NO2 in total. The level of theory is the ωB97M-V functional and the def2-TZVPD basis.

Output
* multiplicity: 2
* lowest unoccupied orbital energy (alpha / beta): 3.6 / 3.7 eV
* Kohn-Sham gap (alpha / beta): 2.731 / 8.574 eV
* charge: -1
* highest occupied orbital energy (alpha / beta): 0.91 / -4.83 eV

Each line ends with the Löwdin charge.
CARTESIAN COORDINATES (ANGSTROEM)
C 0.75903 0.29909 -0.02930  -0.26
C 0.04537 -0.92025 0.28026  -0.40
C -0.91408 -1.01887 -0.72043  -0.21
N -1.42504 0.04910 -1.61042  0.00
C 0.41243 -1.84042 1.37313  -0.22
H 1.27004 0.46323 -1.00800  0.05
H 0.04636 1.06285 -0.08677  0.03
H 1.39835 0.62612 0.79624  0.04
H -1.77024 -1.80269 -0.54601  0.11
H -0.88132 0.94252 -1.48996  0.06
H -1.33920 -0.12419 -2.57023  0.02
H 0.28319 -1.26390 2.30851  0.04
H 0.09361 -2.85342 1.45415  0.05
H 1.45317 -1.81917 1.22393  0.03
H 1.74971 1.54876 -2.22263  0.01
H 2.66535 2.56751 -1.79507  -0.04
O 2.06067 2.46418 -2.47492  -0.12
H -2.24025 -0.17958 2.30479  -0.02
H -1.45810 1.04132 2.67053  -0.02
O -2.20905 0.75781 2.14220  -0.14

---

Which of them is least stable? Easy: <b>.

---

<a>
This record from the OMol25 dataset describes the molecule C3H5Cl. The level of theory is the ωB97M-V functional and the def2-TZVPD basis.

Output
* lowest unoccupied orbital energy: 1.0 eV
* Kohn-Sham gap: 10.624 eV
* SMILES: C=C(C)Cl
* highest occupied orbital energy: -9.61 eV

Each line ends with the Löwdin charge.
CARTESIAN COORDINATES (ANGSTROEM)
C -1.22955 0.83305 -0.45084  -0.02
C -0.74581 0.03743 0.49536  -0.80
C 0.65410 -0.36723 0.65740  -0.19
Cl -1.73287 -0.77137 1.70401  0.62
H -2.28502 0.96719 -0.56451  0.05
H -0.67298 1.15546 -1.32212  0.07
H 1.22319 -0.16588 1.70282  0.13
H 0.73574 -1.45033 0.61949  0.06
H 1.33417 0.01858 -0.12801  0.08

---

<b>
This record from the OMol25 dataset describes a cluster of 2 separate species, C3H5Cl in total. The level of theory is the ωB97M-V functional and the def2-TZVPD basis.

Output
* lowest unoccupied orbital energy (alpha / beta): -1.6 / -1.6 eV
* Kohn-Sham gap (alpha / beta): 7.605 / 7.606 eV
* highest occupied orbital energy (alpha / beta): -9.22 / -9.22 eV

Each line ends with the Löwdin charge.
CARTESIAN COORDINATES (ANGSTROEM)
C 0.24019 -1.48769 -0.02955  0.03
C 0.04176 -0.22522 0.02810  -0.14
C 0.37215 1.16434 0.01771  -0.11
Cl -2.72218 0.08207 0.03803  -0.25
H -0.55337 -2.20797 -0.00170  0.08
H 1.24062 -1.90379 -0.10496  0.10
H -0.16385 1.69000 0.80756  0.09
H 1.44877 1.28072 0.18347  0.11
H 0.09591 1.60755 -0.93865  0.10

---

Which of them is least stable? Easy: <b>.

---

<a>
This record from the OMol25 dataset describes the molecule C6H16N. The level of theory is the ωB97M-V functional and the def2-TZVPD basis.

Output
* multiplicity: 2
* lowest unoccupied orbital energy (alpha / beta): 1.0 / 0.7 eV
* Kohn-Sham gap (alpha / beta): 4.502 / 12.105 eV
* highest occupied orbital energy (alpha / beta): -3.52 / -11.36 eV

Each line ends with the Löwdin charge.
CARTESIAN COORDINATES (ANGSTROEM)
C 0.13665 -1.18563 1.86926  -0.09
C -0.73461 -0.19731 1.10701  -0.38
C 0.18064 0.55169 0.09630  -0.37
C -0.50964 1.77075 -0.56657  -0.10
C 0.78165 -0.29324 -1.03218  -0.26
C 1.99957 0.36123 -1.69372  -0.10
N -1.90344 -0.90924 0.42058  0.09
H -0.46491 -1.31285 2.80441  0.08
H 0.17026 -2.19337 1.47011  0.06
H 1.13493 -0.92226 2.21349  0.09
H -1.26147 0.61173 1.61421  0.11
H 0.94676 0.94498 0.77265  0.14
H -1.12241 1.54401 -1.42897  0.06
H -1.16932 2.23615 0.18923  0.07
H 0.17226 2.61787 -0.61597  0.07
H 1.10871 -1.23259 -0.56320  0.10
H 0.07765 -0.57811 -1.81891  0.09
H 1.85329 1.37764 -2.05522  0.07
H 2.84209 0.23641 -1.00019  0.08
H 2.36520 -0.22651 -2.54587  0.07
H -2.30760 -1.59894 1.09311  0.04
H -2.63278 -0.20627 0.13254  0.04
H -1.66348 -1.39613 -0.46209  0.05

---

<b>
This record from the OMol25 dataset describes a structure of composition C6H16N. The level of theory is the ωB97M-V functional and the def2-TZVPD basis.

Output
* multiplicity: 2
* lowest unoccupied orbital energy (alpha / beta): 1.1 / 0.9 eV
* Kohn-Sham gap (alpha / beta): 7.156 / 10.666 eV
* highest occupied orbital energy (alpha / beta): -6.09 / -9.74 eV

Each line ends with the Löwdin charge.
CARTESIAN COORDINATES (ANGSTROEM)
C 0.36027 -0.45200 -2.68396  -0.08
C -0.35175 0.20507 -1.46828  -0.39
C -0.46070 -0.29815 -0.09111  -0.10
C 0.48962 1.28712 -0.58351  -0.27
C 0.21692 2.18684 0.69072  -0.23
C 0.80622 1.60548 2.10796  -0.10
N -1.07000 -3.75115 1.45781  -0.02
H 0.00975 0.01238 -3.69378  0.10
H 0.30110 -1.54333 -2.64336  0.06
H 1.46797 -0.23478 -2.38985  0.09
H -1.41440 0.70896 -1.87022  0.18
H 0.05337 -1.19565 0.23231  0.05
H -1.47841 -0.16440 0.41622  0.10
H 1.54682 0.91776 -0.31887  0.13
H 0.61220 1.98245 -1.41982  0.09
H -0.85558 2.40180 0.91076  0.10
H 0.76272 3.12305 0.40171  0.10
H 0.25599 0.67417 2.36366  0.05
H 1.88685 1.29428 1.82624  0.08
H 0.81660 2.33335 2.94751  0.06
H -0.25924 -3.14164 1.31620  -0.02
H -0.81948 -4.73486 1.78069  0.03
H -1.75958 -3.38171 2.10499  -0.01

---

Which of them is least stable? Easy: <b>.